Molecular formula: C18H26Br30F3NNbO4S2
Method: DFT, ωB97M-V/def2-TZVPD

Positions of all 85 atoms, in Å:
O: 4.85880 0.45289 0.98670
S: 3.55362 0.14375 0.16047
O: 2.32738 0.76182 0.89354
O: 3.36213 -1.56368 0.18484
C: 3.79812 0.77476 -1.58627
C: 2.38502 1.08932 -2.35651
C: 2.16492 0.03449 -3.59367
C: 0.58732 -0.21767 -3.94924
Nb: -0.40171 -1.94604 -2.83119
C: -2.31845 -0.79932 -2.40777
C: -2.13700 0.73497 -1.87535
O: -1.47468 0.86850 -0.55948
N: 0.50948 -1.43032 -0.93717
C: -0.26317 -2.12386 -0.00324
S: -0.60548 -3.00883 1.44827
C: 1.37844 -3.31303 -3.25071
F: 2.44233 -3.26294 -2.17881
F: 2.02720 -3.10991 -4.56712
F: 0.88954 -4.74014 -3.23132
H: 4.03885 -1.93194 -0.46364
H: 4.38920 1.79784 -1.52830
H: 4.42065 -0.02994 -2.20976
H: 2.42211 2.17306 -2.85300
H: 1.43685 1.00413 -1.66428
H: 2.80134 -0.92561 -3.39839
H: 2.64648 0.55126 -4.55648
H: 0.04300 0.81492 -3.86130
H: 0.53755 -0.50918 -5.10602
H: -1.18394 -3.38894 -1.98649
H: -1.12799 -2.54512 -4.41791
H: -3.01607 -1.40555 -1.65309
H: -2.94538 -0.74559 -3.42035
H: -1.65666 1.47867 -2.67537
H: -3.24131 1.16027 -1.71314
H: -1.95564 1.59733 -0.03061
C: -1.12770 -0.50452 -8.50164
Br: -0.05456 -1.64752 -7.35012
Br: -2.03593 0.88977 -7.49403
Br: -0.08387 0.22733 -9.97088
H: -1.90451 -1.13628 -8.94490
C: -4.11857 0.39270 2.17238
Br: -2.43077 -0.51582 2.50403
Br: -3.94250 2.32423 2.32201
Br: -4.90165 -0.13310 0.47114
H: -4.81307 0.07328 2.95638
C: 0.50077 0.97369 5.38329
Br: 1.06610 0.57364 3.56547
Br: -0.05854 -0.62732 6.33626
Br: 1.86002 1.96161 6.36325
H: -0.37661 1.62466 5.30932
C: -4.48291 -4.52018 -0.44302
Br: -6.39527 -4.34827 -0.75512
Br: -3.46610 -4.40288 -2.09726
Br: -3.84955 -3.25035 0.88749
H: -4.31441 -5.52205 -0.03450
C: 7.72747 2.21663 -1.67673
Br: 9.41527 1.30810 -1.34508
Br: 7.90354 4.14816 -1.52710
Br: 6.94439 1.69082 -3.37796
H: 7.03297 1.89720 -0.89273
C: -0.87314 -4.35605 6.86272
Br: -1.03219 -4.47685 4.92773
Br: -2.53204 -4.83847 7.75688
Br: 0.63540 -5.38651 7.53080
H: -0.67439 -3.30622 7.10227
C: -8.77253 -4.71607 2.56173
Br: -7.08473 -5.62460 2.89338
Br: -8.59646 -2.78454 2.71136
Br: -9.55561 -5.24187 0.86050
H: -9.46703 -5.03550 3.34573
C: -5.59077 4.32738 -1.06009
Br: -3.72507 4.54923 -0.55607
Br: -5.82179 2.91385 -2.37642
Br: -6.73362 4.06494 0.49197
H: -5.90680 5.26178 -1.53553
C: 7.36653 8.34021 -1.56059
Br: 7.20747 8.21940 -3.49558
Br: 5.70763 7.85779 -0.66643
Br: 8.87507 7.30975 -0.89251
H: 7.56527 9.39004 -1.32104
C: 2.88336 2.28126 10.86566
Br: 4.46292 2.34187 9.73191
Br: 1.75841 3.84982 10.62417
Br: 1.88364 0.62981 10.62661
H: 3.23364 2.29567 11.90303

Results
* frontier orbital gap: 0.234 Eh
* largest force on an atom: 0.191 hartree/bohr
* energy relative to the best compared isomer or geometry (same formula, charge and spin): 763.9 kJ/mol
* spin multiplicity: 1
* LUMO: 0.9 eV
* total charge: -1

Molecular formula: C18H26CdN3O8P2
Method: DFT, ωB97M-V/def2-TZVPD

Positions of all 58 atoms, in Å:
Cd: 0.27892 0.27455 -0.68849
P: 2.39506 -0.77820 -0.81990
C: 2.48724 -1.02207 -2.53301
C: 1.27262 -1.43982 -3.21480
N: 0.06307 -1.02567 -2.69091
C: -1.14142 -1.28171 -3.22672
C: -1.17015 -2.12601 -4.37220
C: 0.00199 -2.58900 -4.93708
C: 1.24246 -2.26535 -4.36174
C: -2.41941 -0.58304 -2.68328
P: -1.90232 1.01382 -1.70741
H: 2.16782 -2.67608 -4.73512
H: -2.12798 -2.30395 -4.83776
H: -0.02573 -3.17713 -5.85347
H: -3.10299 -0.31764 -3.51186
H: -2.95170 -1.20699 -1.95176
H: 2.74694 3.13010 -5.39170
H: 3.34512 -1.57823 -2.85214
H: -0.63234 3.84492 -1.45439
O: 2.98608 2.74278 -4.52515
H: 3.73742 3.37537 -4.26448
H: -0.73686 1.95242 -0.85314
O: -0.47645 3.46639 -0.57166
H: 0.50529 3.34225 -0.34847
C: -2.25806 2.25101 -3.02557
H: -3.23028 1.96633 -3.46684
H: -2.35846 3.26320 -2.58479
H: -1.46998 2.21171 -3.80449
C: -3.40088 1.04315 -0.71497
H: -3.30775 1.77041 0.08043
H: -4.25935 1.28826 -1.34100
H: -3.53922 0.05470 -0.28101
C: 2.29783 -2.22493 0.37276
H: 3.28323 -2.70955 0.54384
H: 1.93887 -1.87211 1.36982
H: 1.58052 -3.01035 0.03969
C: 3.86897 0.09212 -0.28391
H: 3.84221 0.49627 0.71912
H: 4.68389 -0.62662 -0.35913
H: 4.01602 0.89602 -0.99184
O: -0.13182 1.44218 1.52149
C: -0.42454 0.27806 1.90544
O: -0.48212 -0.75005 1.11972
C: -0.62971 -0.00110 3.38801
C: -0.19408 -1.23909 3.88549
C: -0.06516 -1.41847 5.26815
C: -0.42462 -0.43939 6.21022
C: -0.78873 0.82414 5.72432
C: -0.86425 1.05795 4.31528
N: -1.30781 1.82117 6.62168
O: -1.33463 1.58214 7.84281
O: -1.67759 2.89914 6.10009
N: 0.45247 -2.67620 5.78012
O: 0.73527 -3.59034 4.96770
O: 0.41304 -2.79665 7.03262
H: 0.06771 -2.01845 3.17396
H: -0.50293 -0.72416 7.26347
H: -1.07073 2.08782 3.99400

Results
* frontier orbital gap: 0.187 Eh
* largest force on an atom: 0.065 hartree/bohr
* spin multiplicity: 1
* LUMO: -4.6 eV
* total charge: +1

What is the formula in the second record? C18H26CdN3O8P2